Formula: CH3N2PS
Source: the OMol25 dataset
Level of theory: ωB97M-V/def2-TZVPD

```
! RIJCOSX wB97M-V def2-TZVPD def2/J DEFGRID3
* xyz 0 1
C -2.496 -0.604 0.121
N -3.167 -1.551 0.214
N -1.759 1.965 -0.221
P -1.210 0.640 0.365
S 2.928 -0.363 -0.008
H 3.890 -1.209 -0.554
H -0.973 2.550 -0.533
H 2.785 -1.428 0.616
*
```

Properties
HOMO-LUMO gap (eV): 8.56
SMILES: [H]/N=P/C#N.S

=====

Formula: CH3N3
Source: the OMol25 dataset
Level of theory: ωB97M-V/def2-TZVPD

```
! RIJCOSX wB97M-V def2-TZVPD def2/J DEFGRID3
* xyz 0 1
C -0.293 -0.337 -0.841
N -1.352 0.403 -0.575
N 0.427 0.075 0.272
N -0.850 0.585 0.685
H -0.119 -0.907 -1.854
H 1.073 -0.494 0.984
H -0.982 1.659 1.017
*
```

Properties
HOMO-LUMO gap (eV): 10.32

=====

Formula: CH3N3O
Source: the OMol25 dataset
Level of theory: ωB97M-V/def2-TZVPD

```
! RIJCOSX wB97M-V def2-TZVPD def2/J DEFGRID3
* xyz 0 1
C -1.445 0.000 0.005
N -0.439 0.953 -0.082
N -0.470 -1.100 -0.109
N 0.655 0.010 0.002
O -2.634 0.093 -0.002
H -0.336 1.946 -0.010
H -0.496 -1.610 0.693
H 1.071 -0.116 -0.912
*
```

Properties
HOMO-LUMO gap (eV): 10.65
SMILES: O=c1[nH][nH][nH]1